Density functional theory data (wB97M-V/def2-TZVPD) for C34H31ClFN3OPb as an isolated structure.

The geometry in XYZ format:
```
72
Properties=species:S:1:pos:R:3:forces:R:3:lowdin_charge:R:1
Pb 0.56952 -1.25019 -0.22026 0.22 -0.51 -0.05 1.57
Cl 4.19769 3.53668 4.59589 0.07 0.11 0.17 0.85
F -0.72642 1.12302 -0.23733 -0.14 -0.04 -0.34 -0.01
O 2.01399 0.61995 0.17590 -0.09 -0.09 -0.12 -0.15
N 0.00527 -0.31082 -2.41332 -0.05 0.61 0.28 0.01
N 0.13881 -0.59313 2.17928 -0.22 -0.13 -0.11 0.00
N -1.77592 -1.68340 0.51463 0.04 0.16 0.07 -0.02
C 4.17050 2.75990 2.02974 -0.07 0.01 0.16 -0.05
C 2.18674 1.27933 -3.75407 -0.03 -0.03 -0.05 -0.37
C 1.85936 1.14462 2.49786 -0.18 -0.21 -0.24 -0.08
C -3.20622 -2.61403 3.80018 -0.05 -0.02 -0.01 0.01
C 0.68195 0.33959 2.85437 0.16 0.27 0.07 -0.05
C -1.12902 1.56631 -1.47338 0.16 -0.10 0.45 -0.18
C -4.08160 -2.88140 1.49528 -0.04 -0.03 0.13 0.04
C 0.17340 -4.32202 -2.28758 0.02 -0.04 -0.04 -0.06
C 1.74656 -0.12780 -4.14749 0.16 0.18 0.04 -0.12
C 2.40276 1.88289 3.50846 0.25 0.25 0.15 -0.02
C -3.91457 -2.70120 0.15487 0.04 0.02 -0.10 -0.01
C 3.63998 2.06204 0.99699 -0.19 -0.12 0.02 0.06
C -2.24498 3.16122 -2.80645 -0.02 0.05 -0.04 -0.02
C 2.45517 -0.77659 -5.14861 0.03 -0.01 -0.03 -0.01
C -1.09517 1.32707 -3.86074 -0.05 0.07 -0.16 0.02
C 2.46811 1.22205 1.17183 0.06 0.09 0.06 -0.31
C 2.24224 -2.11323 -5.44372 0.01 0.01 -0.01 -0.02
C -1.60226 -3.46586 -3.85747 -0.07 0.04 0.03 -0.04
C 3.55491 2.67692 3.30176 -0.11 -0.12 -0.12 -0.62
C -1.94514 -1.81514 1.86828 0.10 0.10 -0.17 -0.16
C -0.43802 -3.07930 -2.94018 0.11 -0.01 -0.11 -0.42
C -1.87132 2.70522 -1.54180 -0.07 0.08 -0.05 0.02
C -3.08652 -2.44065 2.39981 -0.13 -0.09 0.03 -0.13
C 2.13849 2.26307 -4.92535 -0.02 -0.02 -0.03 -0.04
C 0.59702 -2.25509 -3.68807 -0.09 -0.17 -0.05 -0.14
C -1.08631 -1.52341 4.10277 0.03 -0.06 0.20 0.01
C 1.32979 -2.84728 -4.70441 0.00 -0.08 0.03 -0.01
C -1.86162 2.46794 -3.95529 0.03 -0.04 -0.01 -0.03
C -2.72588 -2.10433 -0.29436 -0.04 0.03 0.01 -0.10
C -0.95958 -1.30161 2.75904 0.15 0.11 -0.30 -0.20
C -0.69270 0.83427 -2.59927 0.13 -0.33 0.03 -0.23
C 3.59850 1.22553 -3.15470 -0.02 -0.01 0.01 -0.05
C 0.77596 -0.87786 -3.44302 -0.18 0.00 0.05 -0.20
C -2.21512 -2.18310 4.63045 0.04 0.02 -0.02 -0.03
H -4.97325 -3.35876 1.88444 0.02 0.01 0.00 0.14
H 0.25703 0.59539 3.82702 0.06 0.03 0.03 0.14
H 5.04682 3.38154 1.90202 -0.02 -0.01 0.03 0.13
H 4.06492 2.10455 0.00249 -0.03 -0.04 0.01 0.13
H -2.07827 -2.58560 -4.29508 0.03 -0.02 0.00 0.09
H -4.65899 -3.02094 -0.56096 0.02 0.02 0.02 0.12
H -2.28518 -2.34049 5.69814 0.01 0.00 -0.02 0.12
H -4.08600 -3.10654 4.19556 0.02 0.01 -0.02 0.13
H 1.95820 1.86279 4.49678 0.07 0.03 -0.01 0.13
H 1.52713 1.66325 -2.97753 -0.04 -0.01 0.05 0.11
H -0.54293 -4.79761 -1.61390 0.00 0.01 -0.03 0.09
H 3.64040 0.54017 -2.30469 0.01 0.01 -0.01 0.07
H 1.17873 -3.89597 -4.93179 0.00 0.04 0.01 0.13
H -2.15187 3.23009 -0.63801 0.01 -0.02 -0.03 0.14
H -2.55359 -1.97130 -1.35808 -0.07 0.00 0.09 0.11
H 0.44703 -5.06150 -3.04214 0.00 0.02 0.03 0.09
H 3.21203 -0.22972 -5.69762 -0.03 -0.01 0.02 0.12
H 1.08203 -4.09377 -1.72470 -0.02 0.02 0.01 0.07
H -1.25250 -4.09849 -4.67486 -0.01 0.02 0.02 0.09
H -0.81604 0.76420 -4.74241 -0.01 0.03 0.00 0.13
H -0.86324 -2.44497 -2.15796 0.07 -0.04 -0.02 0.03
H -2.84011 4.06058 -2.88890 0.00 -0.02 -0.01 0.12
H 2.80197 -2.58752 -6.23970 -0.02 0.01 0.02 0.12
H -0.30133 -1.21616 4.78361 -0.03 0.01 -0.03 0.12
H -2.35884 -4.02721 -3.30414 0.03 0.00 -0.02 0.09
H 3.89967 2.22062 -2.81686 -0.02 -0.04 -0.03 0.08
H 2.81326 1.96230 -5.72865 -0.02 0.01 0.03 0.08
H -2.17790 2.82327 -4.92669 0.01 0.00 0.02 0.12
H 4.32830 0.88995 -3.89368 -0.02 0.02 0.02 0.09
H 2.44642 3.25652 -4.59483 -0.01 -0.04 0.00 0.09
H 1.13509 2.34386 -5.34589 0.02 -0.01 0.00 0.07
```
Forces are in eV/Å.

The value obtained for the HOMO energy (spin up / spin down) is -13.41 / -13.76 eV. The charge is +2. For the gap between HOMO and LUMO (spin up / spin down), the calculation gives 5.2 / 6.4 eV. The total energy comes out at -62752.9779 eV. For the energy above the lowest of the compared OMol25 structures with the same formula, charge and spin, the calculation gives 0.071 eV. As for the largest force on an atom: 0.7 eV/Å.

Density functional theory data (wB97M-V/def2-TZVPD) for C34H31IrN5O4S as an isolated structure.

The geometry in XYZ format:
```
76
Properties=species:S:1:pos:R:3:forces:R:3:lowdin_charge:R:1
Ir -0.25938 0.65634 -0.07837 -0.11 -0.06 0.11 1.31
S 0.87827 0.63440 1.82874 -0.10 0.04 0.05 0.86
O -1.78380 -3.10527 -0.49222 -0.01 -0.08 0.03 0.07
O -1.56823 1.02896 -1.77131 0.47 -0.01 -0.21 -0.12
O 3.29016 1.77650 -1.75846 0.14 0.02 -0.01 0.07
O 1.23398 1.98616 2.26078 0.00 0.00 0.00 -0.40
N -2.15690 0.21539 0.75887 0.06 0.08 0.03 -0.05
N -1.50847 -0.09189 -3.76853 0.02 0.02 -0.07 -0.10
N -0.33118 -1.30555 -0.40930 0.04 0.00 0.13 -0.06
N 0.18636 2.70324 -0.27034 -0.03 0.05 0.07 -0.07
N 1.48151 0.53503 -1.02829 0.02 0.02 -0.04 -0.09
C 0.86326 -1.78531 -1.00590 -0.01 0.02 0.00 -0.22
C -4.63287 -0.74264 1.51244 0.00 0.00 0.01 -0.02
C -0.54165 3.76231 0.07757 0.04 -0.01 -0.02 -0.09
C 4.81344 -1.58184 1.47921 -0.01 -0.03 0.00 -0.05
C 3.65535 -2.32301 1.67445 0.02 0.00 -0.03 -0.05
C 3.54380 0.45688 1.56315 0.01 -0.01 -0.02 -0.06
C -3.59351 0.87231 -2.92315 0.00 -0.08 -0.01 0.04
C -2.99720 0.98983 1.44386 0.01 -0.01 -0.01 -0.09
C 1.90996 4.14914 -1.04924 0.01 0.01 0.00 0.03
C 1.15857 5.25170 -0.67528 0.01 0.02 0.00 -0.02
C 2.39531 -0.29751 1.75266 0.00 -0.05 -0.03 -0.33
C 1.10774 -3.12076 -1.29230 -0.01 -0.02 0.02 -0.01
C 1.84644 -0.80601 -1.29716 -0.07 0.01 -0.06 -0.23
C -2.51471 -1.04985 0.46384 0.01 -0.02 0.04 -0.19
C 2.18815 1.65829 -1.25450 -0.19 -0.02 -0.10 -0.47
C -4.24579 0.54682 1.84167 0.00 -0.01 0.01 -0.02
C 3.05861 -1.19159 -1.85220 0.02 0.02 0.00 -0.01
C 2.32725 -3.48996 -1.84877 0.02 0.01 0.00 -0.08
C 2.43442 -1.68445 1.80704 -0.06 0.01 -0.02 -0.06
C 4.75874 -0.19792 1.42374 -0.02 0.04 0.00 -0.04
C -3.75019 -1.55442 0.81654 0.00 0.00 0.00 0.02
C -0.90537 0.10884 5.36839 0.02 0.01 -0.01 -0.05
C -0.05279 -0.11918 3.14821 -0.05 -0.05 -0.04 -0.33
C -1.39488 -1.86436 4.07703 -0.01 0.00 0.02 -0.05
C -1.51387 -1.13081 5.25237 -0.01 -0.02 -0.01 -0.06
C -0.16778 0.62607 4.31106 0.04 -0.03 0.03 -0.05
C 3.29311 -2.53526 -2.12122 0.00 -0.01 0.00 -0.07
C -2.23616 -0.69026 -4.89241 0.00 0.02 0.01 -0.02
C -0.09069 5.05546 -0.10994 -0.01 0.00 0.00 -0.02
C -0.66634 -1.35980 3.01403 0.00 -0.01 -0.06 -0.09
C 1.39446 2.88796 -0.83686 0.01 -0.01 0.05 -0.16
C -2.12313 0.56764 -2.80051 -0.31 -0.03 0.16 -0.45
C -0.05488 -0.18120 -3.84424 0.04 0.02 0.03 0.01
C -1.48948 -1.95346 -0.21414 -0.06 0.12 -0.20 -0.49
H -0.99729 0.67739 6.28382 0.00 0.00 0.00 0.11
H -3.68772 1.90912 -3.25179 0.00 0.00 -0.01 0.11
H -4.13379 0.24219 -3.62093 0.01 -0.01 0.00 0.07
H -2.64601 1.98331 1.68707 -0.01 0.01 -0.01 0.11
H -1.87288 -2.83064 3.98623 0.00 0.00 0.00 0.12
H 0.34431 -3.85421 -1.07937 0.01 0.01 0.00 0.11
H -5.60470 -1.11487 1.80782 0.00 0.00 -0.01 0.12
H 1.54087 -2.27405 1.94723 -0.03 0.02 0.00 0.11
H 5.76301 -2.08859 1.36937 0.00 0.00 0.00 0.11
H -3.97561 -2.57742 0.54881 0.00 0.00 0.00 0.13
H 3.69771 -3.40287 1.71472 0.00 0.00 0.00 0.12
H 0.31982 1.58832 4.37965 0.00 0.02 0.00 0.11
H 1.54139 6.25232 -0.82391 0.00 0.00 -0.01 0.12
H 2.51560 -4.53226 -2.06949 0.00 0.00 0.00 0.11
H 3.48365 1.53557 1.52943 0.02 0.01 0.01 0.12
H -4.89446 1.20606 2.40030 0.00 0.00 0.00 0.12
H 0.39112 0.51518 -3.14405 0.01 -0.02 0.04 0.07
H 2.88778 4.22912 -1.50299 0.00 0.00 0.00 0.13
H -2.08470 -1.53115 6.07963 0.00 0.00 0.00 0.11
H 5.66033 0.37955 1.27181 0.00 0.00 0.00 0.12
H -1.52643 -1.27401 -5.47074 0.00 0.00 0.00 0.10
H 0.25418 0.08922 -4.85354 -0.01 -0.01 0.00 0.11
H -3.01506 -1.36383 -4.54258 0.00 0.01 0.00 0.10
H -4.04200 0.79611 -1.93504 0.00 0.00 0.01 0.09
H 0.28493 -1.19306 -3.62491 0.01 0.00 0.02 0.10
H -0.59638 -1.92312 2.09221 0.07 0.02 0.08 0.09
H 4.23981 -2.83011 -2.55429 0.00 0.00 0.00 0.11
H -1.50693 3.55872 0.51775 -0.02 0.00 0.01 0.11
H -2.66857 0.07167 -5.54047 0.00 0.00 -0.01 0.10
H -0.71084 5.88741 0.19070 0.00 0.00 0.00 0.12
H 3.79916 -0.43798 -2.07349 0.00 -0.01 0.01 0.11
```
Forces are in eV/Å.

The value obtained for the HOMO energy is -10.03 eV. The charge is +1. For the gap between HOMO and LUMO, the calculation gives 7.2 eV. The total energy comes out at -65073.7504 eV. For the energy above the lowest of the compared OMol25 structures with the same formula, charge and spin, the calculation gives 0.049 eV. As for the largest force on an atom: 0.5 eV/Å.

Density functional theory data (wB97M-V/def2-TZVPD) for C34H31N6O3RhS2Te as an isolated structure.

The geometry in XYZ format:
```
78
Properties=species:S:1:pos:R:3:forces:R:3:lowdin_spin:R:1
Te 2.18558 2.66265 -0.09981 0.04 0.27 0.03 0.77
Rh 1.40316 0.12382 -0.10527 -0.41 -0.57 0.21 2.22
S 5.07414 4.11154 0.55552 0.03 -0.03 0.03 0.02
S 2.21174 -2.16172 0.24320 -0.03 -0.13 -0.11 0.21
O -4.07762 2.04956 1.18851 -0.08 -0.26 -0.19 0.00
O -1.22188 -2.41170 -0.99622 -0.04 0.39 -0.25 0.00
O -2.41853 0.61254 3.91594 0.24 0.12 -0.08 0.00
N -3.01311 0.17212 -0.46452 -0.01 0.02 -0.11 0.01
N -0.69893 0.18115 -0.69519 0.34 0.04 -0.10 0.11
N 2.83687 -0.84702 -4.40718 -0.01 -0.01 0.00 0.00
N 2.65958 -0.44804 -2.22598 0.01 0.20 -0.07 0.05
N -1.70911 0.37233 1.41106 -0.20 0.18 -0.09 0.01
N 0.64583 -3.36922 2.28221 -0.27 -0.17 0.13 0.04
C -4.19760 -0.09801 0.26306 -0.10 -0.05 0.09 0.00
C 3.98167 -0.15766 -4.06206 0.09 0.03 0.01 0.00
C -5.90361 0.56411 1.83256 0.07 0.06 -0.07 0.00
C -1.15277 -1.70505 -2.15389 0.01 -0.14 0.24 0.01
C -1.04915 0.48471 3.66579 -0.04 -0.05 -0.04 0.01
C -0.63323 0.37589 2.32918 0.01 -0.10 0.10 0.02
C -0.12484 0.47370 4.68897 -0.02 0.02 -0.12 -0.01
C 6.31573 3.41055 1.49102 -0.09 0.01 -0.03 0.06
C 6.08080 0.91206 -4.10016 0.00 0.01 0.02 0.00
C 0.69928 0.23869 1.97751 0.16 0.23 -0.02 0.18
C -1.02622 -3.81366 -1.03577 -0.03 -0.16 -0.07 0.00
C 3.86178 0.07652 -2.68717 0.04 -0.01 -0.08 0.01
C -0.92284 -0.32046 -1.99410 0.12 -0.11 -0.17 0.00
C -0.85645 0.48701 -3.11949 -0.05 -0.01 0.09 0.01
C -6.52402 -0.66700 1.66518 0.06 0.03 -0.01 0.00
C -5.99880 -1.61061 0.80054 0.00 0.02 0.02 0.00
C -1.30648 -2.23896 -3.42824 0.01 0.06 0.07 0.00
C 4.88717 0.71446 -1.99644 -0.02 0.03 -0.03 0.01
C -4.44201 2.97372 2.19675 -0.07 -0.01 0.09 0.00
C -1.75637 0.24162 0.08806 -0.06 -0.11 0.23 0.01
C 5.96489 2.17670 1.95803 0.00 0.04 -0.01 0.01
C 4.05568 2.74461 0.77059 -0.10 0.01 -0.02 0.08
C 1.27285 -2.86031 1.45662 0.29 0.30 -0.11 0.03
C 1.22006 0.32614 4.36714 -0.11 0.00 -0.02 0.01
C -1.24659 -1.40293 -4.54290 0.02 0.00 0.07 0.01
C 4.66857 1.79248 1.54542 -0.03 -0.08 -0.05 0.05
C -4.82850 -1.32326 0.11656 0.02 0.04 0.02 0.00
C 2.10385 -0.98601 -3.27368 -0.06 -0.07 0.06 0.00
C -4.75227 0.87032 1.11348 0.11 0.08 0.08 0.00
C 5.98559 1.13305 -2.71834 0.00 -0.03 -0.03 0.00
C -2.98922 -0.54118 4.52379 -0.02 -0.10 -0.01 0.00
C 1.60555 0.20697 3.04257 0.01 -0.07 -0.04 0.02
C 5.08570 0.25583 -4.79626 0.00 0.02 0.03 0.00
C -1.02230 -0.04507 -4.39329 0.03 -0.07 -0.01 0.00
H 1.95922 0.30027 5.15479 0.07 -0.01 0.08 0.00
H -2.57343 -0.70624 5.51988 -0.01 -0.01 -0.01 0.00
H -3.75147 3.80616 2.09498 -0.02 0.00 0.02 0.00
H 2.66058 0.04904 2.83339 -0.10 0.02 0.03 0.00
H -2.59532 0.50844 1.88055 0.13 0.00 -0.10 0.00
H 7.23645 3.94051 1.65508 0.12 0.05 0.03 0.00
H -1.48399 -3.29556 -3.55678 0.01 -0.09 0.01 0.00
H -6.32693 1.28617 2.51123 -0.03 0.09 0.06 0.00
H -0.11151 -4.05849 -1.58206 -0.01 0.00 0.02 0.00
H -6.47748 -2.57025 0.67584 -0.03 -0.05 0.00 0.00
H 5.16758 0.07052 -5.85741 0.01 -0.01 -0.07 0.00
H -0.97658 0.60143 -5.25757 0.00 0.03 -0.05 0.00
H 1.16859 -1.51227 -3.27210 -0.19 -0.06 0.01 0.00
H -0.67245 1.54464 -2.97931 0.02 0.02 0.01 0.00
H -1.38458 -1.82648 -5.52777 0.00 -0.03 -0.05 0.00
H -2.80512 -1.42781 3.90932 -0.02 0.00 0.03 0.00
H -0.92052 -4.12579 0.00060 0.01 0.00 -0.04 0.00
H -7.42199 -0.88417 2.22443 -0.07 -0.01 0.04 0.00
H -4.37175 -2.06083 -0.52951 0.04 -0.04 -0.05 0.00
H -4.32737 2.52717 3.18718 -0.02 0.01 0.01 0.00
H 6.60512 1.56726 2.57486 0.06 -0.04 0.04 0.00
H -5.46553 3.32835 2.05504 0.00 0.03 0.02 0.00
H -1.88112 -4.32178 -1.49409 0.03 0.01 0.01 0.00
H 6.79634 1.63019 -2.20598 0.05 0.04 0.02 0.00
H 6.95802 1.25321 -4.62980 0.06 0.02 -0.03 0.00
H 4.82533 0.86226 -0.92966 0.01 0.01 0.06 0.00
H -4.06096 -0.35995 4.60069 0.03 -0.02 0.00 0.00
H 4.20426 0.84772 1.79219 0.02 0.04 -0.03 0.00
H -3.02882 -0.10391 -1.43674 0.03 0.09 0.14 0.00
H 2.57445 -1.18073 -5.31806 0.01 0.01 0.05 0.00
H -0.45265 0.57394 5.71351 -0.04 0.00 0.07 0.00
```
Forces are in eV/Å.

Its multiplicity is 5. The value obtained for the HOMO energy (spin up / spin down) is -5.71 / -7.44 eV. The charge is 0. For the gap between HOMO and LUMO (spin up / spin down), the calculation gives 6.1 / 5.5 eV. The total energy comes out at -82813.5418 eV. For the energy above the lowest of the compared OMol25 structures with the same formula, charge and spin, the calculation gives 0.052 eV. As for the largest force on an atom: 0.7 eV/Å.

- Among the records above, which one has the lowest charge?
  C34H31N6O3RhS2Te

- The lowest charge belongs to which entry?
  C34H31N6O3RhS2Te